# 1
{"formula": "C17H24Cl2N3NiOSbSe4", "method": "ωB97M-V with the def2-TZVPD basis set", "species": ["Se", "C", "H", "H", "H", "C", "H", "C", "C", "H", "Cl", "C", "N", "C", "H", "C", "H", "C", "H", "C", "H", "H", "C", "C", "H", "H", "C", "Cl", "H", "C", "H", "N", "H", "H", "H", "H", "C", "C", "H", "H", "Sb", "C", "Se", "Se", "H", "O", "H", "Ni", "Se", "C", "N", "H", "H"], "positions_angstrom": [[-0.3426, 0.7920, -4.7755], [1.2967, 2.7234, 5.3859], [-0.0042, 4.6502, 2.0066], [4.4732, 3.8330, 4.5617], [1.4625, 5.6743, 0.3633], [0.7786, 4.2280, 2.6390], [1.1741, 6.7699, 2.4399], [3.4020, 3.9003, 4.3492], [1.9886, -0.1265, 2.3194], [0.5288, 4.4514, 3.6776], [-1.2463, -1.5018, 3.1153], [2.2124, 4.9621, 0.7119], [3.0029, 0.6101, 2.7073], [2.1239, 4.8546, 2.2426], [-1.4966, 0.8268, 4.9924], [0.4732, 1.6780, 4.9827], [3.2882, 2.6778, 6.0567], [-0.8776, 1.6575, 5.3017], [-2.1257, 0.5453, 2.3865], [0.7352, 3.7599, 6.1274], [3.0668, 4.8326, 4.8178], [4.4555, 5.7242, 3.0614], [-1.8826, -0.3457, 1.8074], [2.0949, 6.2954, 2.7829], [-2.8202, -0.7985, 1.4783], [3.1947, 5.3178, 0.3985], [-1.4061, 2.7137, 6.0204], [-3.1035, 2.7192, 6.4310], [-1.0514, 4.5808, 7.0075], [3.7981, 2.8342, 2.0333], [1.5090, 2.2950, 0.3709], [2.8709, 1.7314, 1.9500], [2.0022, 4.0307, 0.1933], [4.0387, 3.1333, 1.0149], [2.9213, 6.9017, 2.4043], [0.7270, 3.1528, 2.5117], [3.3753, 4.1012, 2.8128], [-0.6144, 3.7710, 6.4392], [1.7835, -1.1060, 2.7154], [4.7095, 2.4525, 2.4911], [0.6409, 0.7148, -2.5606], [1.8262, 1.6067, 1.1364], [-0.7825, 2.0680, -0.8978], [0.2643, -1.5194, -1.4598], [3.0348, 1.7757, 4.5907], [4.5380, 4.9222, 2.5357], [2.0864, 6.3371, 3.8745], [-0.5235, -0.0364, 0.3493], [2.9524, 1.4530, -2.2804], [2.7736, 2.7075, 5.0889], [1.2231, 0.4590, 1.3648], [1.3619, 4.5794, 6.4641], [0.8795, 0.8508, 4.4145]], "lowdin_charge": [-0.357, -0.241, 0.097, 0.119, 0.092, -0.015, 0.089, -0.100, -0.205, 0.071, 0.292, -0.033, 0.096, -0.485, 0.081, -0.019, 0.118, -0.087, -0.048, -0.065, 0.098, 0.080, -0.660, -0.059, -0.033, 0.091, -0.665, 0.626, 0.096, -0.038, -0.007, -0.078, 0.050, 0.133, 0.082, 0.069, -0.403, -0.119, 0.100, 0.138, -0.343, -0.233, -0.051, -0.126, 0.082, -0.041, 0.072, -0.049, -0.319, -0.130, 0.026, 0.112, 0.095], "e_lumo_ev": [3.7, 3.7], "charge": -2, "spin_multiplicity": 3, "homo_energy_ev": [-1.36, -1.36], "total_energy_ev": -358551.5072, "orbital_gap_ev": [5.07, 5.07], "max_force_ev_per_a": 0.61, "s_squared": 2.01, "de_lowest_kcal_mol": 6.5}



# 2
{"formula": "C17H24ClN2O10", "method": "ωB97M-V with the def2-TZVPD basis set", "species": ["C", "H", "H", "H", "H", "O", "H", "O", "H", "H", "C", "H", "N", "H", "H", "C", "O", "C", "C", "O", "C", "H", "C", "C", "O", "O", "C", "C", "Cl", "N", "C", "O", "H", "H", "C", "H", "H", "C", "H", "O", "H", "H", "H", "O", "H", "H", "H", "H", "H", "C", "O", "C", "C", "C"], "positions_angstrom": [[1.7917, -2.2842, 1.4941], [1.7447, -2.4201, 2.5734], [2.2392, -5.1718, 1.3517], [1.0754, -0.0247, -4.4051], [1.0495, 0.6536, 2.5592], [0.1397, -3.7260, -2.6195], [0.7910, -2.3998, 1.0714], [-0.2074, -1.6927, -1.7680], [-1.8854, 1.0092, -0.7717], [-1.1680, 1.8075, 5.0251], [0.6475, -1.5171, -2.9161], [-2.3254, 1.7431, 3.7180], [1.3345, 2.7379, 1.9874], [2.1935, 2.6983, 1.4539], [1.3555, -4.4971, -0.0249], [-2.4538, 1.8788, -1.1199], [-2.1916, 2.0363, -2.5215], [-0.3238, -3.0268, -1.5613], [0.3601, -2.7807, -3.6840], [-0.4633, 2.9582, -3.6365], [2.8182, -3.1654, 0.8399], [1.1866, -3.0937, -4.3171], [-1.0799, 2.8083, -2.6373], [-0.4204, 3.5462, 3.0029], [-0.7699, 3.3926, -1.4430], [2.2659, -0.9665, 1.1684], [2.9484, -1.0767, -0.0069], [-1.8836, 3.1640, -0.5720], [-1.3674, -0.8728, 2.4314], [-0.3023, 2.1877, 3.1679], [0.6432, 3.8775, 2.2354], [3.1401, -2.3773, -0.3305], [-4.0953, 1.3976, 0.1871], [-4.4957, 2.5776, -1.0719], [-3.9257, 1.6730, -0.8545], [-1.1911, 4.1687, 3.4204], [3.0184, -5.0149, -0.2325], [-1.3022, 1.4782, 3.9939], [-4.3218, 0.8854, -1.4943], [3.3129, -0.1490, -0.6521], [-0.6509, -0.2804, -4.1187], [1.6815, -1.4962, -2.5587], [3.7245, -3.2443, 1.4470], [-0.7721, -3.5069, -0.5670], [-1.5528, 3.0770, 0.4634], [0.3013, 0.5962, -2.9407], [-2.5693, 4.0103, -0.6614], [-0.5509, -2.7230, -4.2834], [0.8812, 4.8798, 1.9204], [0.7510, 1.6917, 2.5556], [-0.6971, -0.6110, 4.9234], [-1.0857, -0.0370, 3.9533], [0.3290, -0.2355, -3.6406], [2.3283, -4.5429, 0.4664]], "lowdin_charge": [-0.111, 0.142, 0.099, 0.105, 0.143, 0.077, 0.097, 0.073, 0.151, 0.148, -0.320, 0.143, 0.150, 0.195, 0.069, -0.335, 0.088, -0.577, -0.069, 0.180, -0.303, 0.146, -0.568, -0.005, 0.055, 0.018, -0.568, -0.100, 0.772, -0.042, -0.024, 0.093, 0.086, 0.093, -0.011, 0.150, 0.098, -0.062, 0.095, 0.162, 0.099, 0.146, 0.162, 0.136, 0.109, 0.070, 0.145, 0.144, 0.148, -0.018, 0.103, -0.778, -0.001, 0.003], "e_lumo_ev": -3.3, "charge": 1, "homo_energy_ev": -13.32, "total_energy_ev": -53990.7352, "orbital_gap_ev": 10.03, "max_force_ev_per_a": 2.86}



# 3
{"formula": "C17H24ClN3O3S", "method": "ωB97M-V with the def2-TZVPD basis set", "species": ["O", "C", "H", "C", "N", "C", "H", "H", "C", "H", "N", "O", "O", "H", "H", "C", "C", "H", "C", "C", "H", "H", "H", "C", "C", "C", "H", "H", "C", "H", "Cl", "H", "H", "H", "H", "C", "C", "C", "H", "H", "H", "H", "H", "H", "H", "C", "C", "N", "S"], "positions_angstrom": [[0.7947, -3.1284, 1.2038], [1.8537, -1.0938, -1.6067], [6.2814, -5.1622, 0.2871], [-0.1934, -3.1580, 2.2082], [-2.7580, 2.4585, -0.3569], [-0.1000, -0.0663, -0.6454], [0.0220, -4.0431, 2.8051], [6.3097, -3.5089, -0.3307], [-2.9926, 5.6617, -0.5975], [-2.0107, 6.0044, -0.9314], [2.7051, -3.1670, -0.6004], [-1.5279, 3.1891, -2.1255], [4.2010, -2.6680, -2.2440], [5.9860, -3.4247, 2.0412], [5.0713, -5.0392, -1.8046], [-2.8875, 5.3292, 0.8831], [-2.4764, 3.3217, -1.3732], [-3.4637, 4.8106, -2.5104], [1.7999, -2.1088, -0.6622], [-3.4423, 4.4819, -1.4708], [-4.4425, 4.1677, -1.1731], [2.6399, -1.1073, -2.3423], [4.4895, -2.8985, 1.2833], [4.5836, -4.6318, -0.9177], [-2.0637, 1.3127, 0.0392], [5.1338, -3.7643, 1.4477], [0.9647, 0.7022, -2.3398], [-1.1964, -3.2427, 1.7806], [5.6682, -4.2756, 0.1089], [-0.9490, -1.0627, 1.0429], [-4.4201, 4.6448, 1.5112], [-0.1440, -2.2696, 2.8439], [3.4784, -5.1503, 1.7382], [3.9060, -5.3848, -0.5154], [5.0147, -5.6955, 2.4084], [-0.1640, -1.0802, 0.3092], [0.7752, -2.0936, 0.3057], [3.8240, -3.3881, -1.3454], [-2.1105, 4.5914, 1.0809], [4.0939, -4.4271, 3.2169], [-0.8347, 1.6443, -1.4839], [-3.7041, 6.4773, -0.7354], [2.4926, -3.8175, 0.1439], [-3.5510, 2.6676, 0.2442], [-2.6880, 6.2285, 1.4653], [4.3829, -4.8245, 2.2467], [0.9139, -0.0820, -1.5995], [-1.0081, 0.9880, -0.7137], [-2.6612, 0.5568, 1.3806]], "lowdin_charge": [-0.096, 0.006, 0.111, -0.068, 0.065, -0.223, 0.094, 0.115, -0.246, 0.123, 0.145, 0.073, 0.074, 0.107, 0.121, -0.552, -0.452, 0.126, -0.144, -0.127, 0.099, 0.104, 0.101, -0.110, -0.780, -0.261, 0.116, 0.101, -0.199, 0.001, 0.593, 0.101, 0.056, 0.109, 0.075, 0.016, -0.195, -0.470, 0.073, 0.071, 0.114, 0.113, 0.123, 0.052, 0.074, -0.105, -0.013, 0.093, 0.694], "e_lumo_ev": 0.3, "homo_energy_ev": -7.71, "total_energy_ev": -51990.8766, "smiles": "CCCCC(=O)Nc1ccc(NC(=S)NC(=O)CCCCl)cc1OC", "orbital_gap_ev": 8.03, "max_force_ev_per_a": 1.12, "de_lowest_kcal_mol": 0.0}



# 4
{"formula": "C17H24ClNO3S", "method": "ωB97M-V with the def2-TZVPD basis set", "species": ["O", "C", "H", "C", "C", "C", "H", "H", "H", "H", "C", "C", "H", "H", "C", "S", "H", "C", "O", "H", "O", "H", "C", "H", "H", "H", "H", "C", "C", "H", "C", "H", "C", "H", "H", "C", "C", "N", "H", "H", "Cl", "H", "C", "H", "C", "H", "H"], "positions_angstrom": [[1.8474, -2.6379, -1.1136], [-4.2484, 3.9556, 2.0101], [3.1420, -4.9125, -1.7963], [-1.5543, 1.8358, -1.3745], [-2.7847, 0.4825, -3.0821], [2.7567, -4.3508, -2.6155], [-1.1511, 2.4031, 2.5798], [2.4546, -0.3448, 4.8432], [3.2055, -1.8335, 4.2271], [-1.5988, -1.2672, -3.7822], [-1.6738, -0.4975, -3.0695], [1.6005, -1.5510, 1.6957], [3.3880, -0.3198, 3.4064], [3.4758, -4.3446, -3.4177], [-1.6801, 2.7884, -0.2727], [0.1716, -1.5691, 0.4972], [3.6138, -1.1212, -2.1468], [-0.6244, -0.2630, -2.2261], [-2.8575, 2.8324, 0.4234], [-3.5291, 0.3620, -3.8534], [-0.6783, 3.4802, 0.0112], [2.1696, -2.5348, 1.6994], [-2.6538, 1.7075, -2.2672], [-4.6954, 4.7966, 1.3814], [-2.2082, 3.4003, 3.5566], [0.6670, -0.2699, 3.1531], [4.2200, -1.9557, -3.4296], [3.7490, -2.1348, -2.4193], [-0.5608, 0.8289, -1.3997], [1.8776, -4.8538, -3.0793], [2.4769, -2.9065, -2.3363], [-4.2301, 4.3182, 3.0750], [0.7841, -1.7792, -1.1562], [1.8683, -2.6157, -3.2466], [0.2731, 0.7967, -0.7376], [-2.2132, 2.7480, 2.6977], [-2.8175, 3.5799, 1.5928], [0.3648, -1.1826, -2.2989], [-4.9241, 3.0713, 1.9914], [4.4684, -2.6819, -1.7869], [-3.8544, 2.9790, -2.4336], [-2.8619, 1.8579, 2.8004], [1.3400, -1.1588, 3.1689], [2.3490, -0.9281, 1.3186], [2.7042, -0.8952, 3.9972], [0.6903, -1.8762, 3.6335], [-2.2585, 4.5622, 1.5815]], "lowdin_charge": [-0.067, -0.052, 0.076, -0.136, -0.015, -0.047, 0.094, 0.038, 0.071, 0.096, 0.014, -0.459, 0.058, 0.079, -0.409, 1.000, 0.064, -0.389, -0.001, 0.085, 0.088, 0.101, -0.551, 0.099, 0.074, 0.096, 0.109, -0.054, 0.017, 0.096, -0.489, 0.089, -0.546, 0.149, 0.097, -0.054, -0.472, 0.118, 0.089, 0.095, 0.684, 0.097, -0.263, 0.045, -0.060, 0.084, 0.162], "e_lumo_ev": 0.5, "homo_energy_ev": -8.33, "total_energy_ev": -49006.3956, "smiles": "CCCS/C(=N\\c1ccc(Cl)c(C(=O)OC(C)C)c1)OC(C)C", "orbital_gap_ev": 8.80, "max_force_ev_per_a": 6.98}